(1)
Density functional theory data (ωB97M-V/def2-TZVPD) for a cluster of 2 separate species, C2H8N2O in total in a non-equilibrium geometry.

The geometry in XYZ format:
```
13
Properties=species:S:1:pos:R:3:nbo_charge:R:1
C -1.32300 0.79302 -0.59097 -0.090
C -2.36695 0.23149 0.07770 -0.089
N -3.20155 0.69115 1.14452 -0.832
N -0.71691 -0.01115 -1.54636 -0.829
H -0.99003 1.72676 -0.15666 0.186
H -2.89755 -0.54101 -0.49359 0.163
H -2.86258 1.48755 1.67382 0.365
H -4.12301 0.86144 0.68665 0.366
H -0.67098 -0.98949 -1.30175 0.387
H 0.13828 0.42434 -1.84573 0.373
H 5.52427 -2.01563 1.07297 0.463
H 5.60154 -0.81895 0.23590 0.462
O 6.18649 -1.39282 0.74689 -0.925
```

Results
- structure (SMILES) = N/C=C/N.O
- relative energy (zero: lowest compared OMol25 entry of this formula, charge and spin) (kcal/mol) = 54.0
- E_LUMO (eV) = 0.74
- E (eV) = -7229.984
- strongest force on any atom (eV Å⁻¹) = 4.3
- spin multiplicity = 1
- charge = 0
- M (g mol⁻¹) = 76.099
- frontier orbital gap (eV) = 8.14

=====

(2)
Density functional theory data (ωB97M-V/def2-TZVPD) for a structure of composition C31H52BrN6OsSSi.

The geometry in XYZ format:
```
93
Properties=species:S:1:pos:R:3:lowdin_charge:R:1
Os -1.30135 0.01483 -1.29071 0.838
S -1.73184 -2.09270 -1.20166 0.800
C -0.17703 -2.69083 -1.57084 -0.712
N -0.09780 -4.04922 -1.46752 0.107
N 0.88275 -4.78980 -1.68252 0.108
C 2.23294 -4.71923 -2.14092 -0.186
C 3.01192 -5.77704 -1.66574 0.008
C 4.31472 -5.91353 -2.10874 -0.024
C 4.80712 -5.02903 -3.05677 -0.015
C 4.00550 -4.00813 -3.56035 -0.039
C 2.71227 -3.83421 -3.10656 -0.021
N 0.82374 -1.82814 -1.75226 0.047
N 0.48154 -0.57661 -1.67047 -0.250
C 1.54798 0.36908 -1.81465 -0.256
C 2.87205 -0.04766 -1.91423 -0.001
C 3.85850 0.91364 -2.05562 -0.034
C 3.53313 2.26375 -2.09406 -0.031
C 2.21105 2.67010 -1.97661 -0.044
C 1.21378 1.72004 -1.83357 -0.062
H 0.63150 -5.75580 -1.46391 0.186
H 2.60329 -6.48459 -0.95343 0.132
H 4.92957 -6.72014 -1.73604 0.130
H 5.81594 -5.14836 -3.42819 0.129
H 4.39745 -3.34997 -4.32365 0.123
H 2.09405 -3.05800 -3.52082 0.100
H 3.12485 -1.09659 -1.87280 0.104
H 4.89293 0.60776 -2.13044 0.124
H 4.31429 3.00204 -2.21258 0.126
H 1.96025 3.72136 -1.99719 0.122
H 0.18397 2.06567 -1.75792 0.075
C -2.15229 -1.84018 -4.75579 -0.056
C -1.00353 -0.84079 -4.76102 -0.181
N -1.45045 0.52885 -5.05059 -0.034
C -1.32804 0.97094 -6.46480 -0.163
C -2.40668 0.41100 -7.37563 -0.043
C -2.06470 1.26970 -4.16200 -0.355
C -2.71409 2.55703 -4.58782 0.035
N -2.17561 0.94964 -2.85685 -0.078
H -1.77633 -2.84479 -4.55883 0.085
H -2.65890 -1.86616 -5.71712 0.076
H -2.89534 -1.59289 -3.99757 0.061
H -0.27337 -1.08915 -5.53014 0.133
H -0.46130 -0.83442 -3.81787 0.063
H -0.34009 0.64178 -6.78659 0.131
H -1.30173 2.05555 -6.48118 0.115
H -2.29639 -0.66123 -7.52572 0.077
H -2.32524 0.88337 -8.35341 0.099
H -3.40943 0.60442 -6.99248 0.087
H -3.32332 2.42241 -5.47905 0.102
H -1.94255 3.29671 -4.80895 0.116
H -3.34305 2.95614 -3.79557 0.098
H -2.86382 1.57973 -2.44334 0.083
C 2.00961 1.42722 3.04532 -0.088
C 1.18781 0.78584 4.17316 -0.613
C 1.63192 1.41273 5.52484 -0.061
C 1.51306 -0.71244 4.20079 -0.083
Si -0.65285 1.17923 4.16311 0.980
Br -1.05149 0.62756 1.04013 0.296
C -1.19960 2.97298 4.07126 -0.612
C -0.13659 3.95490 3.56148 -0.081
C -1.47912 3.29777 5.56692 -0.061
C -2.49098 3.23625 3.27988 -0.086
C -1.86551 -0.13668 4.73422 -0.612
C -3.33877 0.29185 4.64987 -0.080
C -1.74715 -1.51191 4.06180 -0.086
C -1.49899 -0.28832 6.23792 -0.061
H 3.05813 1.17682 3.22274 0.100
H 1.93851 2.51039 3.01290 0.064
H 1.74214 1.03244 2.06356 0.043
H 2.69512 1.19305 5.65143 0.111
H 1.11723 0.98992 6.38958 0.085
H 1.52348 2.49677 5.55063 0.074
H 2.59643 -0.81881 4.28963 0.100
H 1.20675 -1.21557 3.28177 0.081
H 1.07169 -1.23888 5.04501 0.074
H 0.77904 3.94424 4.15055 0.075
H -0.54931 4.96315 3.62932 0.102
H 0.12168 3.77379 2.51666 0.082
H -0.60769 3.16597 6.21125 0.085
H -2.30724 2.72346 5.98104 0.074
H -1.75776 4.35283 5.62272 0.112
H -2.37489 3.01682 2.21727 0.043
H -2.71885 4.30060 3.36577 0.102
H -3.35089 2.68837 3.65411 0.066
H -3.66713 0.43779 3.61958 0.084
H -3.55795 1.19734 5.21270 0.074
H -3.94617 -0.50700 5.07972 0.102
H -2.00465 -1.46708 3.00217 0.048
H -2.46661 -2.17758 4.54290 0.101
H -0.76556 -1.96595 4.16436 0.064
H -1.60425 0.64032 6.80254 0.086
H -0.49566 -0.68133 6.39979 0.073
H -2.19973 -1.00519 6.67267 0.111
```

Results
- relative energy (zero: lowest compared OMol25 entry of this formula, charge and spin) (kcal/mol) = 0.0
- E_LUMO (eV) = -10.18
- E (eV) = -133128.312
- strongest force on any atom (eV Å⁻¹) = 0.6
- spin multiplicity = 1
- charge = +3
- M (g mol⁻¹) = 839.086
- frontier orbital gap (eV) = 5.91

=====

(3)
Density functional theory data (ωB97M-V/def2-TZVPD) for the molecule C25H20F4O3S in a non-equilibrium geometry.

The geometry in XYZ format:
```
53
Properties=species:S:1:pos:R:3:nbo_charge:R:1
F -3.09693 3.47516 -1.62295 -0.328
C -3.05439 2.10766 -1.78022 0.409
C -4.23283 1.44934 -2.09559 -0.349
C -4.13361 0.06886 -2.25708 0.422
F -5.28804 -0.65668 -2.46370 -0.326
C -2.93329 -0.62229 -2.14028 -0.290
C -1.77751 0.07374 -1.77112 0.018
C -0.50876 -0.74923 -1.53376 -0.308
C 0.78962 -0.00581 -1.79635 -0.132
C 1.97101 -0.64443 -1.94423 -0.200
C 3.25113 0.04007 -2.05017 -0.031
C 4.46704 -0.68683 -2.11639 -0.283
C 5.67090 -0.00001 -2.20346 0.420
F 6.84626 -0.71608 -2.27524 -0.327
C 5.76122 1.39576 -2.24038 -0.351
C 4.55417 2.08443 -2.13985 0.431
F 4.58646 3.46140 -2.14450 -0.327
C 3.31399 1.45599 -2.05018 -0.289
C -1.83402 1.45175 -1.58321 -0.268
H -5.17711 1.97415 -2.22916 0.255
H -2.88343 -1.69917 -2.33201 0.239
H -0.55729 -1.60669 -2.22614 0.238
H 0.70957 1.07476 -1.89292 0.207
H 1.98946 -1.74172 -1.94035 0.214
H 4.44234 -1.77640 -2.11140 0.235
H 6.71117 1.91351 -2.34060 0.254
H 2.40997 2.05515 -1.99600 0.231
H -0.94955 2.01122 -1.26769 0.233
C 3.35226 -1.21280 2.63308 -0.633
C 2.46003 -0.40877 1.72630 -0.078
O 1.35852 -1.27462 1.29708 -0.518
C 0.28137 -0.60147 0.84518 0.796
C -0.50671 -1.38390 -0.17921 -0.409
S -2.29710 -1.82336 0.66205 1.224
C -2.85041 -0.83382 2.05617 -0.290
C -2.78842 0.56601 2.05011 -0.136
C -3.39996 1.30978 3.06173 -0.233
C -4.11830 0.66502 4.07797 -0.197
C -4.14930 -0.73615 4.10899 -0.203
C -3.49023 -1.47262 3.12854 -0.203
O -2.12717 -3.19865 1.22762 -0.956
O 0.02663 0.54956 1.17351 -0.619
H 4.37580 -0.83966 2.56176 0.218
H 3.02054 -1.04816 3.66311 0.214
H 3.33058 -2.28289 2.41022 0.227
H 2.04474 0.45414 2.25749 0.213
H 2.96874 -0.08474 0.80647 0.185
H -0.13762 -2.41646 -0.22709 0.265
H -2.24921 1.05948 1.24639 0.228
H -3.32075 2.39872 3.04826 0.221
H -4.63442 1.25114 4.84712 0.219
H -4.69640 -1.26448 4.89533 0.220
H -3.50075 -2.55895 3.16677 0.247
```

Results
- E_LUMO (eV) = -0.32
- E (eV) = -54095.054
- strongest force on any atom (eV Å⁻¹) = 3.3
- spin multiplicity = 1
- charge = 0
- M (g mol⁻¹) = 476.491
- frontier orbital gap (eV) = 8.15

=====

(4)
Density functional theory data (ωB97M-V/def2-TZVPD) for a structure of composition C39H46OP2Pt in a non-equilibrium geometry.

The geometry in XYZ format:
```
89
Properties=species:S:1:pos:R:3:lowdin_charge:R:1
Pt 0.55030 -0.85492 -4.20008 1.019
C -2.61861 0.61204 -0.41645 -0.108
C -2.82536 0.33173 -1.70709 -0.111
C -3.04850 1.33460 -2.79374 -0.187
C -1.69627 1.78464 -3.41770 -0.194
C -0.80054 2.60866 -2.56150 -0.128
C -1.02942 2.97357 -1.30621 -0.101
C -2.39116 3.13354 -0.72183 -0.203
C -2.81698 1.98786 0.19294 -0.165
C 2.19515 -0.33242 -3.18379 -0.222
H -2.61287 -0.18017 0.35091 0.092
H -2.60649 -0.68942 -2.01398 0.096
H -3.76170 2.12907 -2.50265 0.117
H -3.56365 0.77004 -3.57460 0.105
H -1.11109 0.82919 -3.61585 0.049
H -1.88792 2.23385 -4.41439 0.112
H 0.12950 2.87184 -3.10000 0.102
H -0.21246 3.39051 -0.72124 0.109
H -3.12766 3.34494 -1.49573 0.096
H -2.40646 4.04776 -0.12215 0.123
H -2.27370 2.05167 1.15919 0.119
H -3.88206 2.17394 0.43314 0.130
H 2.46948 -0.97056 -2.35074 0.002
H 1.87631 0.67449 -2.84088 0.022
H 3.01906 -0.26253 -3.91386 0.011
P -0.03564 -1.62659 -7.40451 0.999
P 1.33102 0.60192 -7.51633 1.046
C -1.12095 -0.24274 -7.88786 -0.278
C -0.39786 0.89361 -7.95170 -0.274
C -0.33154 -2.69873 -8.93233 -0.361
C -1.32416 -2.44418 -9.89138 -0.093
C -1.66867 -3.42502 -10.82610 -0.052
C -1.01561 -4.65688 -10.82467 -0.045
C 0.08536 -4.84377 -9.98267 -0.052
C 0.45510 -3.85372 -9.07325 -0.094
C -1.01055 -2.44891 -6.13536 -0.389
C -0.35455 -2.65473 -4.85024 -0.347
C -1.05576 -3.49772 -3.88684 -0.032
C -2.36837 -3.91742 -4.13646 -0.029
C -2.97596 -3.67815 -5.38487 0.007
C -2.28716 -2.95415 -6.37867 -0.048
C 2.16389 0.77728 -9.21320 -0.300
C 1.90889 -0.19714 -10.19342 -0.094
C 2.29458 -0.00968 -11.51830 -0.055
C 2.98156 1.15011 -11.89139 -0.042
C 3.37608 2.05393 -10.89919 -0.048
C 2.99654 1.85000 -9.56809 -0.069
C 1.76329 2.12902 -6.63328 -0.395
C 3.02890 2.19368 -6.03020 -0.119
C 3.47216 3.37889 -5.44406 -0.047
C 2.63904 4.51225 -5.44938 -0.036
C 1.34177 4.42105 -5.96071 -0.049
C 0.89070 3.22287 -6.51606 -0.079
H -2.17728 -0.40740 -8.13174 0.096
H -0.78872 1.87997 -8.23472 0.098
H -1.85525 -1.49547 -9.93515 0.099
H -2.46935 -3.23523 -11.53923 0.120
H -1.36110 -5.46853 -11.46474 0.122
H 0.64142 -5.77492 -10.01591 0.117
H 1.34098 -3.97778 -8.45403 0.109
H 0.87427 -2.63582 -5.00870 0.133
H -0.57011 -3.74566 -2.95019 0.116
H -2.91944 -4.45588 -3.36046 0.129
H -3.97570 -4.04583 -5.59633 0.128
H -2.76118 -2.79580 -7.34302 0.115
H 1.38458 -1.11669 -9.91371 0.075
H 2.03048 -0.75236 -12.27399 0.119
H 3.20705 1.32607 -12.94167 0.121
H 3.94151 2.93705 -11.19608 0.120
H 3.35429 2.55363 -8.81786 0.106
H 3.65188 1.29881 -6.04353 0.108
H 4.47002 3.41507 -5.00638 0.120
H 3.00865 5.45387 -5.04619 0.121
H 0.67293 5.28888 -5.94150 0.125
H -0.12899 3.15750 -6.87804 0.088
C 1.91786 -1.39560 0.38672 -0.028
C 0.68297 -0.50849 0.17646 -0.699
C -0.42654 -1.20749 0.97910 -0.024
C 1.02111 0.82690 0.93273 -0.001
O 0.30371 -0.36893 -1.09535 0.019
H 1.98733 -1.67113 1.45033 0.107
H 2.80874 -0.84606 0.09781 0.079
H 1.86300 -2.27976 -0.23562 0.084
H -0.09994 -1.61654 1.93485 0.103
H -1.17722 -0.46630 1.19633 0.044
H -0.89870 -1.95701 0.36422 0.091
H 2.08290 1.06530 0.91189 0.080
H 0.47758 1.64516 0.48808 0.049
H 0.71185 0.74429 1.99113 0.100
```

Results
- relative energy (zero: lowest compared OMol25 entry of this formula, charge and spin) (kcal/mol) = 88.6
- E_LUMO (alpha / beta) (eV) = -6.36 / -8.78
- E (eV) = -65036.238
- strongest force on any atom (eV Å⁻¹) = 3.1
- spin multiplicity = 5
- charge = +2
- M (g mol⁻¹) = 787.822
- frontier orbital gap (alpha / beta) (eV) = 6.72 / 4.28

=====

(5)
Density functional theory data (ωB97M-V/def2-TZVPD) for a structure of composition CH2F3P in a non-equilibrium geometry.

The geometry in XYZ format:
```
7
Properties=species:S:1:pos:R:3:nbo_charge:R:1
C 0.11279 0.39906 0.51262 -0.200
F -2.69814 0.86690 -0.96282 -0.579
F -2.59801 -1.08902 0.37476 -0.582
F 1.38364 1.23068 0.52439 -0.383
P -2.30781 0.50805 0.56120 1.398
H 0.25442 -0.12804 1.52270 0.178
H -0.07118 -0.22766 -0.34875 0.168
```

Results
- relative energy (zero: lowest compared OMol25 entry of this formula, charge and spin) (kcal/mol) = 58.7
- E_LUMO (eV) = -0.50
- E (eV) = -18509.268
- strongest force on any atom (eV Å⁻¹) = 4.0
- spin multiplicity = 1
- charge = 0
- M (g mol⁻¹) = 101.995
- frontier orbital gap (eV) = 8.89